Below is C21H34N2O5PTl as an isolated structure, with properties calculated with ωB97M-V with the def2-TZVPD basis set.

Properties
Net charge = -2
ΔE to the lowest compared entry with this formula, charge and spin = 0.00 kcal/mol
Kohn-Sham gap = 6.33 eV
Total energy = -49530.9088 eV
E_HOMO = -1.7179 eV

Positions of all 64 atoms, in Å:
Tl  -0.092025  0.454338  -0.074349
N  -2.890849  1.335660  0.087868
C  -2.657700  2.714289  0.557527
C  -1.907789  2.707693  1.904121
O  -2.448336  3.336356  2.852041
N  -0.794646  2.010919  1.877673
C  -0.114986  1.770558  3.132667
C  0.307525  0.301266  3.341299
O  0.705391  -0.000793  4.486632
O  0.266734  -0.481474  2.341936
H  -3.514762  1.312229  -0.708280
H  -3.297201  0.786424  0.835314
H  -3.583808  3.271675  0.713912
H  -2.062368  3.232598  -0.200403
H  -0.716316  2.068656  3.992219
H  0.817041  2.350403  3.182377
C  -2.358618  0.860690  -4.419095
C  -0.983568  0.404777  -3.920915
O  -0.403818  1.123094  -3.129227
C  -0.451328  -0.861207  -4.457752
C  -0.816305  -1.249670  -5.753314
C  -0.314043  -2.377524  -6.371867
C  0.599105  -3.172215  -5.652760
C  0.964410  -2.849658  -4.373189
C  0.438852  -1.698280  -3.667129
O  0.713561  -1.502637  -2.458761
H  -2.746677  1.591169  -3.711465
H  -3.049283  0.022353  -4.517256
H  -2.265075  1.344619  -5.395637
H  -1.493959  -0.614646  -6.316291
H  -0.601926  -2.633577  -7.383993
H  1.012901  -4.060237  -6.121761
H  1.665682  -3.472507  -3.826431
C  5.049194  -2.214545  -0.812942
C  3.630949  -1.664725  -0.977277
C  3.677680  -0.163218  -1.290075
P  2.377445  -1.940350  0.410903
C  3.466346  -2.303608  1.881458
C  4.076423  -0.979093  2.355044
C  2.630862  -2.881944  3.030099
C  1.706383  -3.609595  -0.099755
C  2.627979  -4.824332  -0.025789
C  0.371603  -3.876999  0.609757
H  5.621938  -2.033562  -1.730244
H  5.067960  -3.287524  -0.619658
H  5.578930  -1.720725  0.005614
H  3.156109  -2.144292  -1.837730
H  3.982548  0.419625  -0.415346
H  2.688909  0.182249  -1.598187
H  4.383696  0.047470  -2.102582
H  4.262129  -3.004278  1.608767
H  3.273930  -0.300325  2.659126
H  4.666243  -0.488450  1.578056
H  4.726527  -1.144081  3.220782
H  1.764127  -2.241077  3.224128
H  3.231535  -2.925213  3.945573
H  2.282741  -3.893413  2.812487
H  1.459404  -3.410506  -1.146766
H  2.948089  -5.030363  0.999158
H  3.519780  -4.695455  -0.640877
H  2.101076  -5.713420  -0.393974
H  0.510517  -4.163677  1.654097
H  -0.171195  -4.683588  0.103806
H  -0.251413  -2.981141  0.599780

Forces on atoms 1 to 6 (eV/Å):
Tl 0.0 0.1 0.6
N 0.1 0.1 0.0
C 0.0 -0.1 0.0
C 0.0 0.1 0.1
O 0.1 0.0 -0.1
N -0.1 -0.1 0.0

Atomic partial charges in e from the natural (NBO) method, atoms 1 to 8: atom 1 (Tl): 0.815, atom 2 (N): -0.850, atom 3 (C): -0.292, atom 4 (C): 0.591, atom 5 (O): -0.784, atom 6 (N): -0.758, atom 7 (C): -0.352, atom 8 (C): 0.772